1.
{"formula": "C18H23CuF3NSSb2", "method": "ωB97M-V/def2-TZVPD", "spin_multiplicity": 2, "e_tot_ha": -3572.95596, "total_charge": 1, "e_lumo_ev": [-3.422, -5.756], "homo_energy_ev": [-10.95, -10.91], "gap_ev": [7.524, 5.153], "s2": 0.757, "elements": ["H", "H", "H", "C", "C", "H", "F", "C", "H", "F", "H", "C", "H", "H", "C", "C", "H", "Sb", "H", "C", "Sb", "H", "H", "H", "C", "C", "H", "C", "C", "C", "H", "H", "S", "N", "C", "H", "C", "C", "H", "H", "H", "F", "H", "C", "C", "H", "Cu", "H", "C"], "positions_angstrom": [[2.888, -0.105, -1.529], [1.666, 2.939, 2.230], [0.964, 4.538, 1.917], [1.919, -0.102, 1.604], [-4.740, 3.676, 2.393], [-4.513, -1.816, 1.051], [2.519, -1.062, 4.316], [-3.394, 1.989, -0.675], [5.140, 0.028, -0.441], [2.514, 1.094, 4.241], [5.280, 0.033, 2.036], [4.319, -0.003, 1.541], [-0.013, 3.251, 2.660], [-4.650, -0.276, 1.912], [-4.556, 2.815, 1.331], [-1.489, 4.314, -0.299], [-4.369, 1.830, -1.134], [-2.805, -0.056, -0.082], [-3.102, -2.071, -1.855], [3.153, -0.039, 2.277], [0.128, 2.796, -0.003], [-3.994, 5.416, 3.400], [2.620, 3.198, -1.007], [1.815, 4.773, -0.909], [4.237, -0.014, 0.147], [-3.851, 4.727, 2.583], [-4.187, -0.754, -2.324], [-2.605, 4.042, 0.616], [3.143, -0.004, 3.785], [2.997, -0.090, -0.453], [-5.571, 3.541, 3.067], [-2.681, 2.276, -1.445], [0.398, -0.119, 2.374], [1.864, -0.145, 0.251], [-3.498, 2.963, 0.434], [-2.126, 5.727, 1.846], [-4.583, -0.738, 0.932], [1.690, 3.730, -1.182], [-1.018, 5.273, -0.098], [-1.759, 4.254, -1.349], [1.438, 3.657, -2.236], [4.375, 0.020, 4.298], [-5.463, -0.497, 0.337], [-2.799, 4.894, 1.708], [-3.189, -0.996, -1.971], [-5.263, 2.014, 1.173], [-0.161, -0.287, 0.186], [-2.456, -0.663, -2.700], [0.766, 3.471, 1.937]], "forces_ev_per_angstrom": [[0.036, -0.041, -0.025], [0.126, -0.074, 0.024], [0.008, 0.094, -0.059], [1.242, 0.018, -0.145], [0.085, 0.177, 0.114], [0.026, -0.046, -0.001], [-0.071, -0.127, -0.126], [0.289, -0.780, -0.128], [-0.040, -0.010, -0.154], [-0.099, 0.072, -0.123], [-0.023, 0.016, 0.030], [-0.263, -0.003, -0.160], [-0.088, -0.007, 0.062], [-0.019, 0.017, 0.009], [0.050, 0.043, -0.019], [1.312, -0.686, -0.270], [0.000, -0.066, -0.122], [-0.395, 0.318, -0.630], [-0.002, -0.111, 0.005], [-0.277, 0.010, -0.050], [-0.218, 0.749, -0.238], [0.016, 0.068, 0.101], [0.118, -0.043, 0.030], [-0.029, 0.099, 0.077], [-0.013, 0.005, 0.164], [-0.199, -0.226, 0.066], [-0.070, 0.076, 0.042], [-0.704, -0.301, 0.420], [0.181, 0.129, 0.360], [0.245, -0.033, -0.247], [-0.106, -0.022, 0.045], [-0.037, -0.026, -0.074], [-0.960, -0.353, 0.218], [-0.357, -0.266, 0.897], [0.131, 0.581, 0.641], [0.110, 0.086, -0.018], [0.516, 0.013, 0.149], [-0.370, -0.255, 0.202], [-0.044, 0.071, -0.057], [-0.034, 0.074, -0.122], [-0.023, 0.005, -0.086], [0.251, -0.018, -0.188], [0.158, 0.103, -0.100], [-0.017, -0.088, -0.199], [0.124, 0.046, 0.206], [-0.100, -0.099, -0.014], [-0.357, 0.898, -0.115], [0.053, 0.046, -0.095], [-0.160, -0.132, -0.293]], "nbo_charge": [0.22, 0.23, 0.23, 0.06, -0.20, 0.25, -0.31, -0.69, 0.25, -0.32, 0.25, -0.08, 0.24, 0.25, -0.20, -0.70, 0.25, 1.01, 0.24, -0.22, 0.89, 0.23, 0.23, 0.24, -0.27, -0.19, 0.24, -0.06, 0.98, 0.08, 0.22, 0.24, -0.07, -0.61, -0.07, 0.21, -0.94, -0.97, 0.24, 0.23, 0.23, -0.31, 0.24, -0.19, -0.98, 0.20, 0.90, 0.24, -0.97]}



2.
{"formula": "C18H23F2N5O3S", "method": "ωB97M-V/def2-TZVPD", "smiles": "[H]/N=c1\\[nH]c(/C(=N/OC)C(=O)N[C@]23C[C@H]2CN(C(=O)CCC2CC(F)(F)C2)C3)cs1", "relative_energy_kcal_mol": 8.4, "e_tot_ha": -1797.05672, "e_lumo_ev": 0.156, "homo_energy_ev": -7.81, "gap_ev": 7.970, "elements": ["H", "N", "C", "H", "N", "C", "H", "S", "H", "C", "C", "C", "C", "C", "H", "C", "O", "H", "N", "H", "N", "H", "C", "C", "H", "H", "H", "C", "H", "H", "N", "C", "H", "H", "O", "F", "C", "O", "H", "H", "H", "H", "C", "C", "H", "C", "H", "F", "C", "H", "C", "H"], "positions_angstrom": [[-1.502, -0.214, 3.828], [1.118, 0.160, -1.855], [-0.912, 0.628, -0.380], [-4.573, -3.486, 2.692], [2.519, 1.605, -4.094], [-5.313, -1.457, 3.210], [4.807, 2.127, -4.500], [6.429, 2.391, -1.375], [-5.306, -3.320, 4.315], [0.201, -0.261, -0.847], [4.188, 1.915, -2.508], [4.736, 2.004, -1.288], [6.386, 2.437, -3.149], [-4.723, -2.823, 3.543], [7.224, 2.682, -4.836], [2.808, 1.591, -2.850], [1.173, -1.158, 3.039], [-0.068, 1.170, -5.922], [5.093, 2.152, -3.535], [-3.801, 0.114, 3.615], [-0.342, -0.849, 1.346], [-3.167, -2.406, 5.093], [0.968, 1.458, -5.759], [-4.274, -0.753, 4.075], [-1.496, -0.381, -2.250], [1.024, -1.992, 0.221], [4.220, 1.892, -0.351], [1.859, 1.281, -1.707], [-2.009, 0.461, 1.499], [-1.680, -1.442, -0.765], [7.418, 2.695, -3.838], [-1.215, -0.580, -1.225], [1.113, 2.501, -6.038], [1.121, -0.302, -2.749], [1.826, 1.991, -0.722], [-6.618, -1.256, 3.528], [0.022, -1.117, 2.673], [1.203, 1.278, -4.366], [-2.611, -1.770, 2.156], [-0.734, -1.598, 4.582], [1.631, 0.822, -6.345], [-0.420, 1.270, 1.595], [-3.471, -2.087, 4.097], [0.760, -0.946, 0.379], [-1.032, 1.613, -0.804], [-1.139, -1.231, 3.638], [-1.937, -3.135, 3.022], [-5.187, -1.141, 1.885], [-0.987, 0.464, 1.114], [1.648, -0.405, 0.720], [-2.287, -2.105, 3.145], [-4.690, -0.484, 5.044]], "forces_ev_per_angstrom": [[0.001, -0.003, 0.003], [0.046, -0.028, -0.015], [-0.021, -0.043, -0.030], [-0.004, -0.009, 0.010], [0.012, 0.004, -0.013], [0.043, -0.017, 0.049], [0.006, -0.001, -0.002], [-0.023, 0.000, 0.002], [-0.004, -0.004, -0.004], [-0.036, 0.020, -0.007], [0.034, 0.014, 0.004], [0.023, -0.003, -0.007], [0.022, -0.001, 0.000], [-0.006, 0.013, -0.018], [-0.001, 0.000, -0.004], [-0.027, -0.006, 0.010], [0.030, -0.628, -0.128], [0.000, -0.001, 0.004], [-0.027, -0.003, -0.005], [-0.001, 0.003, 0.013], [0.621, -0.004, -0.166], [0.005, -0.008, 0.000], [0.005, -0.003, 0.002], [-0.009, -0.005, -0.029], [-0.007, -0.007, -0.004], [-0.002, -0.004, 0.002], [0.009, 0.002, 0.003], [-0.057, 0.032, 0.010], [-0.002, -0.002, 0.004], [-0.011, -0.004, -0.012], [-0.006, 0.000, 0.011], [0.029, 0.021, 0.032], [-0.001, 0.001, 0.002], [-0.009, 0.005, 0.001], [0.027, -0.015, -0.002], [-0.032, 0.005, 0.005], [-0.231, 0.822, 0.215], [-0.004, 0.005, -0.022], [-0.004, -0.003, -0.001], [0.004, -0.005, 0.001], [0.000, -0.002, 0.001], [-0.019, 0.003, 0.003], [0.001, 0.008, 0.004], [0.010, 0.025, 0.032], [0.007, 0.007, 0.004], [-0.001, 0.009, -0.010], [0.003, 0.000, -0.001], [0.002, 0.007, -0.030], [-0.398, -0.192, 0.086], [0.008, -0.014, -0.015], [-0.001, 0.003, 0.009], [-0.002, 0.005, 0.000]], "nbo_charge": [0.22, -0.59, -0.23, 0.23, -0.16, 0.70, 0.43, 0.35, 0.23, 0.10, 0.07, -0.38, 0.29, -0.47, 0.34, 0.18, -0.57, 0.20, -0.60, 0.22, -0.49, 0.21, -0.25, -0.48, 0.23, 0.21, 0.27, 0.63, 0.21, 0.23, -0.73, -0.42, 0.19, 0.42, -0.60, -0.34, 0.72, -0.41, 0.22, 0.23, 0.18, 0.20, -0.20, -0.22, 0.24, -0.50, 0.21, -0.35, -0.21, 0.22, -0.40, 0.23]}



3.
{"formula": "C18H23F3IN5O6PdS2", "method": "ωB97M-V/def2-TZVPD", "e_tot_ha": -2945.90951, "total_charge": 2, "e_lumo_ev": [-9.628, -9.627], "homo_energy_ev": [-15.23, -15.23], "gap_ev": [5.602, 5.603], "elements": ["Pd", "H", "F", "H", "I", "N", "O", "H", "F", "C", "H", "O", "H", "H", "S", "F", "H", "C", "H", "H", "H", "C", "C", "C", "H", "H", "H", "H", "N", "N", "C", "O", "C", "N", "H", "H", "N", "C", "C", "O", "C", "C", "H", "C", "H", "S", "H", "H", "C", "C", "H", "C", "C", "O", "C", "C", "O", "H", "H"], "positions_angstrom": [[-0.645, -0.261, -0.482], [-0.284, -5.199, -4.275], [0.420, 2.329, -3.982], [-2.862, -4.264, -4.020], [-0.746, -1.852, 2.655], [2.978, 0.415, 0.472], [-2.487, 2.303, -2.984], [3.187, 2.693, 4.998], [0.605, 0.230, -3.475], [3.307, 1.645, 4.727], [-5.303, 0.431, 3.051], [-0.384, 1.571, 2.466], [1.222, 3.588, 3.072], [-0.599, -3.635, -5.053], [-1.288, -2.434, -0.716], [-0.857, 0.860, -4.941], [2.971, 3.584, 2.883], [-0.248, -4.120, -4.141], [-3.205, 1.251, -0.561], [2.134, 0.055, 3.853], [-2.664, -5.019, -2.425], [1.135, -3.613, -3.693], [2.130, 1.150, 3.900], [-0.239, 1.202, -3.828], [1.815, -4.428, -3.449], [3.785, 0.146, -0.079], [2.721, 3.552, 0.377], [1.895, 4.931, 1.072], [-1.135, -3.710, -3.036], [0.812, -2.865, -2.470], [-4.447, 0.303, 2.401], [-0.754, 1.813, -1.270], [2.037, 3.260, 2.425], [-2.249, -0.036, 0.757], [-5.171, 1.598, 0.834], [1.441, -2.255, -1.969], [0.672, 0.483, 0.788], [-3.273, 0.754, 0.386], [2.031, 1.710, 2.448], [1.407, -0.555, -0.954], [1.751, 0.085, 0.110], [-0.465, -2.986, -2.163], [0.955, 3.544, 0.552], [-2.535, -4.100, -2.996], [-3.410, -1.016, 3.741], [-1.503, 1.420, -2.494], [-3.129, -3.297, -2.564], [3.338, 1.076, 5.656], [0.651, 1.278, 1.944], [-2.299, -0.663, 1.960], [1.195, 1.438, 4.385], [-3.394, -0.508, 2.788], [3.221, 1.234, 1.632], [4.355, 1.513, 1.866], [1.893, 3.844, 1.028], [-4.381, 0.948, 1.181], [-1.968, 0.023, -2.180], [1.603, -2.965, -4.430], [4.261, 1.520, 4.223]], "forces_ev_per_angstrom": [[-0.586, 1.555, -0.366], [0.014, 0.015, 0.014], [0.010, -0.010, -0.005], [-0.034, -0.007, 0.020], [-0.080, -0.203, 0.267], [-0.097, -0.109, 0.201], [-0.056, 0.009, 0.096], [0.037, 0.015, -0.035], [0.041, -0.071, 0.026], [0.015, 0.006, 0.071], [0.007, -0.013, 0.008], [0.145, 0.108, 0.010], [0.006, 0.001, -0.002], [0.022, -0.064, -0.011], [0.303, -0.467, 0.422], [0.003, -0.015, -0.001], [0.011, -0.009, -0.042], [0.009, -0.019, -0.064], [0.017, 0.026, -0.134], [0.029, 0.008, -0.036], [-0.035, 0.008, -0.021], [0.082, -0.034, -0.041], [-0.073, -0.028, 0.001], [-0.117, 0.155, -0.035], [0.004, 0.020, -0.044], [-0.007, 0.000, -0.032], [0.014, -0.008, 0.001], [0.000, -0.002, 0.006], [0.264, 0.030, 0.061], [-0.119, 0.223, 0.069], [-0.023, 0.005, 0.026], [0.263, 0.005, 0.013], [0.046, -0.040, 0.110], [-0.309, -0.287, 0.325], [0.011, 0.011, -0.020], [0.016, -0.064, 0.004], [0.193, -0.916, 0.168], [0.026, 0.041, 0.101], [-0.086, 0.152, 0.113], [0.329, 0.002, 0.143], [-0.416, 0.303, -0.658], [-0.284, 0.046, -0.033], [-0.014, -0.007, -0.002], [-0.068, 0.038, -0.026], [0.013, -0.007, -0.005], [0.085, -0.025, -0.027], [-0.025, -0.026, 0.030], [0.002, 0.012, 0.007], [-0.226, -0.096, -0.064], [0.085, 0.178, -0.316], [0.013, -0.043, -0.008], [-0.010, -0.035, 0.116], [0.218, -0.042, -0.200], [-0.063, 0.050, 0.028], [-0.022, 0.028, -0.045], [0.050, 0.021, -0.054], [0.387, -0.404, -0.159], [-0.015, -0.012, 0.003], [-0.009, -0.008, 0.027]], "nbo_charge": [1.24, 0.24, -0.27, 0.24, 0.29, -0.62, -0.81, 0.22, -0.32, -0.62, 0.26, -0.53, 0.24, 0.23, 0.19, -0.28, 0.25, -0.22, 0.23, 0.20, 0.23, -0.23, -0.37, 0.75, 0.23, 0.46, 0.21, 0.25, -0.33, -0.54, -0.08, -0.92, -0.38, -0.46, 0.27, 0.46, -0.57, 0.08, -0.25, -0.67, 0.80, 0.35, 0.20, -0.42, 0.26, 2.27, 0.24, 0.24, 0.73, 0.07, 0.24, -0.25, 0.72, -0.48, -0.63, -0.22, -0.91, 0.24, 0.23]}